This record from the Open Molecules 2025 dataset describes a single C5N2O2 molecule at a distorted geometry. The level of theory is the ωB97M-V functional and the def2-TZVPD basis.

Computed properties:
HOMO energy (spin up / spin down): -9.650 / -9.649 eV
E: -12254.190 eV
E_LUMO (spin up / spin down): -2.0 / -2.0 eV

Last columns: bonded neighbours and bond lengths (Å).
Cartesian coordinates (Å):
1 C -0.349 1.026 -1.340  C4 1.263, N6 1.228
2 C -0.622 -0.200 2.508  N7 1.168
3 C 0.781 -0.791 -0.237  C5 1.423, N6 1.191
4 C -1.026 1.931 -1.903  C1 1.263, O8 1.164
5 C 0.945 -1.520 0.974  C3 1.423, N7 1.401, O9 1.195
6 N 0.172 0.138 -0.669  C1 1.228, C3 1.191
7 N 0.120 -0.861 1.895  C2 1.168, C5 1.401
8 O -1.622 2.761 -2.459  C4 1.164
9 O 1.601 -2.485 1.233  C5 1.195